Formula: C4H4ClN3
Source: OMol25
Level of theory: ωB97M-V/def2-TZVPD

Values from the calculation:
- ⟨S²⟩ = 2.019
- LUMO (alpha / beta) (eV) = 0.5 / -3.0
- spin multiplicity = 3
- gap between HOMO and LUMO (alpha / beta) (eV) = 8.97 / 8.28
- net charge = 0

XYZ file:
```
12
C4H4ClN3 ωB97M-V/def2-TZVPD
Cl -1.157 -1.773 -0.443
N 1.681 -0.653 1.823
N -0.468 -0.266 -0.800
N -3.357 1.235 0.218
C -2.241 1.068 0.099
C -0.838 0.697 0.187
C 1.715 -0.569 -0.705
C 1.662 -0.624 0.673
H 1.868 -1.544 -1.323
H -0.586 0.591 1.322
H 2.000 0.302 -1.103
H -0.280 1.537 0.050
```

=====

Formula: C4H4ClNO2
Source: OMol25
Level of theory: ωB97M-V/def2-TZVPD

Values from the calculation:
- LUMO (eV) = -0.8
- energy above the lowest of the compared OMol25 structures with the same formula, charge and spin (kcal per mole) = 145.2
- gap between HOMO and LUMO (eV) = 9.32
- net charge = 0

XYZ file:
```
12
C4H4ClNO2 ωB97M-V/def2-TZVPD
Cl -2.138 0.794 -1.301
O 1.693 0.115 1.949
O 1.674 -1.279 0.290
N 1.159 -0.416 0.970
C -0.065 0.083 0.665
C -0.900 0.577 1.546
C -0.645 0.093 -1.186
C 0.161 -0.432 -2.058
H -1.786 0.962 1.312
H -0.572 0.546 2.578
H 0.158 -0.514 -3.144
H 1.261 -0.529 -1.621
```

=====

Formula: C4H4ClNO3S
Source: OMol25
Level of theory: ωB97M-V/def2-TZVPD

Values from the calculation:
- LUMO (eV) = -1.1
- energy above the lowest of the compared OMol25 structures with the same formula, charge and spin (kcal per mole) = 39.0
- gap between HOMO and LUMO (eV) = 9.24
- net charge = 0

XYZ file:
```
14
C4H4ClNO3S ωB97M-V/def2-TZVPD
Cl 2.510 1.484 -1.229
S 2.546 -1.098 0.206
O 1.755 -1.828 -0.777
O -0.259 1.079 1.889
O 4.008 -1.167 0.182
N -1.505 -0.752 1.139
C 1.142 2.395 -1.128
C 0.189 3.108 -0.982
C -0.878 0.252 1.339
C -2.115 -1.614 0.106
H -3.018 -1.912 0.591
H -2.125 -0.889 -0.745
H -1.553 -2.567 -0.046
H -0.697 3.507 -0.545
```

=====

Formula: C4H4ClNOS
Source: OMol25
Level of theory: ωB97M-V/def2-TZVPD

Values from the calculation:
- LUMO (eV) = 0.6
- energy above the lowest of the compared OMol25 structures with the same formula, charge and spin (kcal per mole) = 9.4
- gap between HOMO and LUMO (eV) = 8.10
- structure (SMILES) = Oc1cc(Cl)[nH]c1S
- net charge = 0

XYZ file:
```
12
C4H4ClNOS ωB97M-V/def2-TZVPD
Cl -2.990 -0.733 -0.033
S 2.309 -1.408 -0.011
O 1.383 1.927 -0.033
N -0.378 -1.100 -0.053
C -0.863 1.045 0.054
C -1.386 -0.196 0.016
C 0.831 -0.460 -0.070
C 0.522 0.890 -0.027
H 0.881 2.755 -0.074
H -1.443 1.952 0.037
H -0.515 -2.104 0.118
H 1.648 -2.568 0.077
```

=====

Formula: C4H4ClO4P
Source: OMol25
Level of theory: ωB97M-V/def2-TZVPD

Values from the calculation:
- LUMO (alpha / beta) (eV) = -1.1 / -1.2
- energy above the lowest of the compared OMol25 structures with the same formula, charge and spin (kcal per mole) = 8.4
- gap between HOMO and LUMO (alpha / beta) (eV) = 6.29 / 6.35
- net charge = 0

XYZ file:
```
14
C4H4ClO4P ωB97M-V/def2-TZVPD
Cl 3.248 0.243 1.117
P 2.631 -0.412 -1.466
O 0.389 -2.169 0.247
O -2.120 1.851 -0.577
O -2.294 -0.871 0.854
O 0.082 1.089 -1.010
C -1.235 -0.302 0.145
C -0.006 -0.998 -0.192
C -1.163 0.993 -0.329
C 0.799 -0.067 -0.941
H -1.724 2.722 -0.625
H 0.901 -2.589 -0.405
H -2.023 -1.742 1.319
H 4.362 0.284 1.855
```

=====

Formula: C4H4ClOP
Source: OMol25
Level of theory: ωB97M-V/def2-TZVPD

Values from the calculation:
- LUMO (eV) = 0.5
- energy above the lowest of the compared OMol25 structures with the same formula, charge and spin (kcal per mole) = 26.9
- gap between HOMO and LUMO (eV) = 9.12
- structure (SMILES) = O=C=C[C@@H]1CP1Cl
- net charge = 0

XYZ file:
```
11
C4H4ClOP ωB97M-V/def2-TZVPD
Cl -2.034 1.131 0.496
P -0.450 1.715 -0.580
O -2.216 -1.877 0.372
C -0.035 -1.219 -0.412
C 0.924 1.120 0.500
C -1.238 -1.323 0.031
C 0.661 0.140 -0.559
H 0.411 -2.276 -0.526
H 1.922 1.559 0.607
H 0.723 0.850 1.459
H 1.332 0.179 -1.389
```

=====

Formula: C4H4ClOP
Source: OMol25
Level of theory: ωB97M-V/def2-TZVPD

Values from the calculation:
- LUMO (eV) = -1.0
- energy above the lowest of the compared OMol25 structures with the same formula, charge and spin (kcal per mole) = 51.7
- gap between HOMO and LUMO (eV) = 7.67
- structure (SMILES) = [H]/P=C1/OC=C[C@@H]1Cl
- net charge = 0

XYZ file:
```
11
C4H4ClOP ωB97M-V/def2-TZVPD
Cl 0.804 1.799 -1.673
P -2.529 -0.656 -0.336
O -0.691 -0.003 1.353
C -0.984 0.070 -0.028
C 0.303 0.178 -0.798
C 0.630 -0.017 1.539
C 1.323 0.068 0.362
H -2.460 -1.005 -1.724
H 2.440 0.001 0.403
H 0.297 -0.448 -1.609
H 0.868 0.014 2.510
```

=====

Formula: C4H4CoO5
Source: OMol25
Level of theory: ωB97M-V/def2-TZVPD

Values from the calculation:
- ⟨S²⟩ = 3.763
- LUMO (alpha / beta) (eV) = -2.1 / -2.1
- spin multiplicity = 4
- energy above the lowest of the compared OMol25 structures with the same formula, charge and spin (kcal per mole) = 189.3
- gap between HOMO and LUMO (alpha / beta) (eV) = 6.81 / 6.76
- net charge = 0

XYZ file:
```
14
C4H4CoO5 ωB97M-V/def2-TZVPD
Co -2.434 0.187 -0.156
O -0.412 1.401 1.846
O 1.123 0.477 -0.999
O -1.404 -0.723 1.088
O -0.913 0.598 -2.012
O 0.663 2.131 -2.355
C 0.422 -0.726 1.114
C -1.548 1.131 1.526
C 0.820 -0.755 -0.365
C 0.258 1.062 -1.893
H 1.274 -1.374 1.427
H 0.338 -0.722 2.216
H 0.084 -1.323 -0.955
H 1.729 -1.363 -0.481
```

=====

Formula: C4H4CrO5
Source: OMol25
Level of theory: ωB97M-V/def2-TZVPD

Values from the calculation:
- ⟨S²⟩ = 6.071
- LUMO (alpha / beta) (eV) = -0.8 / -0.9
- spin multiplicity = 5
- energy above the lowest of the compared OMol25 structures with the same formula, charge and spin (kcal per mole) = 84.9
- gap between HOMO and LUMO (alpha / beta) (eV) = 7.42 / 7.58
- net charge = 0

XYZ file:
```
14
C4H4CrO5 ωB97M-V/def2-TZVPD
Cr -2.010 -0.724 1.271
O -2.645 1.145 1.872
O 0.975 -0.219 0.964
O -3.651 2.441 0.276
O -1.262 0.343 -0.077
O 0.288 -1.606 -0.589
C 1.435 -0.986 -1.182
C -0.179 -0.790 0.433
C 1.890 0.017 -0.112
C -2.900 1.758 0.860
H 1.157 -0.495 -2.125
H 2.178 -1.767 -1.385
H 2.907 -0.173 0.255
H 1.818 1.057 -0.461
```

=====

Formula: C4H4F12MgN2O10S4
Source: OMol25
Level of theory: ωB97M-V/def2-TZVPD

Values from the calculation:
- LUMO (eV) = -5.6
- energy above the lowest of the compared OMol25 structures with the same formula, charge and spin (kcal per mole) = 231.9
- gap between HOMO and LUMO (eV) = 4.63
- net charge = 0

XYZ file:
```
37
C4H4F12MgN2O10S4 ωB97M-V/def2-TZVPD
S -1.616 1.223 3.796
S 1.736 -0.409 -4.096
S 0.521 1.922 -3.487
S -3.116 -0.514 2.677
Mg 0.698 -0.588 0.362
F 1.451 3.557 -1.581
F 3.047 2.356 -2.620
F 2.187 4.124 -3.522
F -2.302 -1.717 0.421
F 0.343 -2.186 -5.588
F -1.238 -0.872 5.515
F -4.385 -2.170 1.024
F -1.023 1.004 6.485
F -1.008 -0.795 -4.578
F 0.216 -0.105 -6.325
F -2.731 -3.110 2.064
F 0.662 0.268 5.222
O -3.906 0.509 2.072
O -0.698 2.229 3.262
O -3.576 -0.944 4.010
O 1.367 -3.488 1.100
O 3.320 0.606 1.457
O 0.579 2.060 -4.919
O 2.722 0.366 -4.828
O -0.743 2.339 -2.949
O 2.277 -1.697 -3.613
O -2.865 1.758 4.305
N -1.582 -0.086 2.512
N 0.977 0.367 -2.839
C -0.659 0.359 5.385
C 1.924 3.080 -2.733
C -3.123 -2.011 1.437
C 0.226 -0.887 -5.241
H 3.497 1.473 1.823
H 1.156 -3.950 1.912
H 1.540 -4.183 0.466
H 4.126 0.112 1.608
```

=====

Formula: C4H4F2
Source: OMol25
Level of theory: ωB97M-V/def2-TZVPD

Values from the calculation:
- LUMO (eV) = 0.7
- energy above the lowest of the compared OMol25 structures with the same formula, charge and spin (kcal per mole) = 8.7
- gap between HOMO and LUMO (eV) = 9.93
- structure (SMILES) = C=C/C(F)=C\F
- net charge = 0

XYZ file:
```
10
C4H4F2 ωB97M-V/def2-TZVPD
F -0.258 1.771 0.028
F 2.397 -0.619 -0.012
C 0.412 0.613 0.097
C -1.765 -0.559 -0.039
C 1.736 0.590 -0.029
C -0.438 -0.559 0.065
H -2.290 -1.495 -0.087
H 2.471 1.392 -0.118
H 0.034 -1.510 0.293
H -2.300 0.377 -0.197
```

=====

Formula: C4H4F2
Source: OMol25
Level of theory: ωB97M-V/def2-TZVPD

Values from the calculation:
- LUMO (eV) = 0.4
- energy above the lowest of the compared OMol25 structures with the same formula, charge and spin (kcal per mole) = 66.8
- gap between HOMO and LUMO (eV) = 9.77
- structure (SMILES) = CC1C(F)=C1F
- net charge = 0

XYZ file:
```
10
C4H4F2 ωB97M-V/def2-TZVPD
F -1.618 1.703 0.176
F -1.958 -1.898 0.064
C 1.267 0.080 0.372
C 0.064 -0.177 -0.554
C -1.207 0.548 -0.200
C -1.224 -0.731 0.058
H 0.788 0.794 1.067
H 0.236 -0.356 -1.619
H 1.707 -0.753 0.796
H 1.945 0.790 -0.160
```

=====

Formula: C4H4F2
Source: OMol25
Level of theory: ωB97M-V/def2-TZVPD

Values from the calculation:
- LUMO (alpha / beta) (eV) = 0.0 / 0.0
- energy above the lowest of the compared OMol25 structures with the same formula, charge and spin (kcal per mole) = 99.1
- gap between HOMO and LUMO (alpha / beta) (eV) = 8.40 / 8.40
- net charge = 0

XYZ file:
```
10
C4H4F2 ωB97M-V/def2-TZVPD
F 1.377 1.917 -1.417
F 1.160 -0.708 1.945
C -0.254 -1.199 0.018
C -0.886 -0.153 -0.708
C -0.359 0.439 0.411
C 0.799 -0.506 0.647
H -0.830 -2.054 0.313
H 1.099 1.112 -0.882
H -1.246 0.191 -1.657
H -0.859 0.961 1.328
```

=====

Formula: C4H4F2O
Source: OMol25
Level of theory: ωB97M-V/def2-TZVPD

Values from the calculation:
- LUMO (eV) = -0.3
- energy above the lowest of the compared OMol25 structures with the same formula, charge and spin (kcal per mole) = 44.2
- gap between HOMO and LUMO (eV) = 9.41
- structure (SMILES) = C=CC(=O)C(F)F
- net charge = 0

XYZ file:
```
11
C4H4F2O ωB97M-V/def2-TZVPD
F 0.464 -2.244 -0.338
F 2.275 -0.995 -0.457
O -0.143 1.071 -1.539
C -0.379 0.311 0.737
C -1.237 1.244 1.122
C 1.017 -1.228 -0.976
C 0.116 0.333 -0.612
H 1.096 -1.379 -1.954
H -0.204 -0.430 1.514
H -1.265 2.050 0.515
H -1.739 1.268 1.987
```

=====

Formula: C4H4F3I
Source: OMol25
Level of theory: ωB97M-V/def2-TZVPD

Values from the calculation:
- LUMO (alpha / beta) (eV) = -0.1 / -0.6
- energy above the lowest of the compared OMol25 structures with the same formula, charge and spin (kcal per mole) = 60.4
- gap between HOMO and LUMO (alpha / beta) (eV) = 8.61 / 8.28
- net charge = 0

XYZ file:
```
12
C4H4F3I ωB97M-V/def2-TZVPD
I -3.222 0.564 -0.291
F -0.723 -1.051 -1.344
F -1.132 0.665 1.722
F -0.726 -1.964 0.603
C -0.420 -0.795 -0.048
C 1.044 -0.373 0.083
C -1.267 0.388 0.417
C 1.102 1.020 -0.450
H 1.497 1.823 0.142
H 0.834 1.205 -1.474
H 1.674 -1.061 -0.493
H 1.339 -0.420 1.131
```

=====

Formula: C4H4F3N
Source: OMol25
Level of theory: ωB97M-V/def2-TZVPD

Values from the calculation:
- LUMO (alpha / beta) (eV) = -2.1 / 0.8
- energy above the lowest of the compared OMol25 structures with the same formula, charge and spin (kcal per mole) = 103.3
- gap between HOMO and LUMO (alpha / beta) (eV) = 4.17 / 10.54
- net charge = 0

XYZ file:
```
12
C4H4F3N ωB97M-V/def2-TZVPD
F 2.414 -1.453 -0.331
F 3.795 0.060 -1.029
F 2.731 0.252 0.928
N -0.777 -0.973 -0.305
C -1.890 0.972 0.284
C -2.998 1.322 0.624
C -0.736 0.340 -0.121
C 2.623 -0.133 -0.368
H 0.342 0.643 -0.184
H -3.961 1.841 0.985
H -1.703 -1.407 -0.151
H 0.160 -1.463 -0.331
```

=====

Formula: C4H4F3N
Source: OMol25
Level of theory: ωB97M-V/def2-TZVPD

Values from the calculation:
- LUMO (alpha / beta) (eV) = -0.4 / -0.9
- energy above the lowest of the compared OMol25 structures with the same formula, charge and spin (kcal per mole) = 87.8
- gap between HOMO and LUMO (alpha / beta) (eV) = 8.61 / 6.34
- net charge = 0

XYZ file:
```
12
C4H4F3N ωB97M-V/def2-TZVPD
F 1.350 -1.595 -1.590
F -0.719 -1.416 -0.966
F 0.632 -2.865 0.048
N 0.701 0.574 2.177
C 0.251 0.642 1.059
C 0.002 1.252 -0.108
C 0.532 -1.584 -0.517
C -1.238 1.048 -0.659
H -1.660 1.723 -1.501
H -1.975 0.438 -0.141
H 1.264 -0.138 2.685
H 0.860 1.922 -0.488
```

=====

Formula: C4H4F3O3S
Source: OMol25
Level of theory: ωB97M-V/def2-TZVPD

Values from the calculation:
- ⟨S²⟩ = 2.008
- LUMO (alpha / beta) (eV) = 3.4 / 2.4
- spin multiplicity = 3
- energy above the lowest of the compared OMol25 structures with the same formula, charge and spin (kcal per mole) = 0.0
- gap between HOMO and LUMO (alpha / beta) (eV) = 7.10 / 7.23
- net charge = -1

XYZ file:
```
15
C4H4F3O3S ωB97M-V/def2-TZVPD
S -0.808 1.382 1.447
F 1.712 1.437 0.657
F 1.904 -2.407 0.339
F -0.040 -2.148 -0.626
O -1.577 0.475 2.290
O -3.227 1.811 -1.294
O -2.438 2.659 0.698
C 1.123 -1.563 -0.387
C 0.841 0.625 1.305
C -2.417 1.948 -0.354
C -1.208 0.956 -0.197
H -0.510 1.322 -1.050
H -1.283 -0.103 -0.199
H 1.457 0.357 2.230
H 1.560 -0.987 -1.223
```

=====

Formula: C4H4FN
Source: OMol25
Level of theory: ωB97M-V/def2-TZVPD

Values from the calculation:
- LUMO (alpha / beta) (eV) = -0.7 / -0.8
- energy above the lowest of the compared OMol25 structures with the same formula, charge and spin (kcal per mole) = 113.4
- gap between HOMO and LUMO (alpha / beta) (eV) = 8.13 / 8.50
- net charge = 0

XYZ file:
```
10
C4H4FN ωB97M-V/def2-TZVPD
F -3.863 0.238 -0.067
N -1.786 -0.643 -0.022
C -0.443 -0.652 0.013
C 0.340 0.421 0.027
C -2.566 0.293 0.110
C 1.804 0.474 -0.024
H 2.285 -0.512 -0.071
H 2.106 1.046 -0.902
H -0.058 -1.671 0.086
H 2.181 1.005 0.851
```

=====

Formula: C4H4FNO2
Source: OMol25
Level of theory: ωB97M-V/def2-TZVPD

Values from the calculation:
- LUMO (eV) = 0.0
- energy above the lowest of the compared OMol25 structures with the same formula, charge and spin (kcal per mole) = 13.3
- gap between HOMO and LUMO (eV) = 10.31
- structure (SMILES) = O=C[C@]1(F)CNC1=O
- net charge = 0

XYZ file:
```
12
C4H4FNO2 ωB97M-V/def2-TZVPD
F 0.158 1.894 0.757
O 1.916 -0.577 -0.942
O -1.756 0.700 -1.447
N -1.103 -0.939 0.144
C -1.040 0.205 -0.598
C -0.023 -0.594 1.021
C 1.380 0.519 -0.782
C 0.222 0.662 0.161
H -0.399 -0.403 2.079
H -1.816 -1.670 0.230
H 1.585 1.428 -1.564
H 0.876 -1.225 0.941
```